[1]
Formula: C5H17N2O
Source: the Open Molecules 2025 dataset
Level of theory: the ωB97M-V functional and the def2-TZVPD basis

Geometry as XYZ:
```
25
Properties=species:S:1:pos:R:3:forces:R:3
N 1.789 -0.044 -0.296 0.79 6.45 2.05
C 0.785 1.085 -0.807 -0.56 -1.66 -0.50
C -0.488 1.427 0.109 1.61 0.52 2.32
N -0.774 0.151 0.977 -2.26 0.28 -2.70
C -2.163 -0.505 0.737 -1.45 2.31 -3.16
C -2.333 -0.863 -0.827 1.44 1.54 0.66
C -0.630 0.353 2.387 -1.21 1.31 1.32
H 1.266 -0.767 -0.024 -2.81 -3.97 1.41
H 2.367 -0.279 -1.073 1.28 -0.38 -0.13
H 2.287 0.322 0.619 -0.67 -1.07 -2.60
H 1.498 1.842 -1.145 -0.74 0.44 0.24
H 0.366 0.550 -1.676 0.28 0.52 0.03
H -1.322 1.904 -0.490 0.87 -1.19 0.39
H -0.175 2.320 0.822 -0.61 -1.92 -1.20
H -3.109 0.235 0.884 2.48 -1.33 0.52
H -2.345 -1.430 1.277 0.55 0.31 0.59
H -1.638 -0.100 -1.358 -0.96 -1.78 0.46
H -2.048 -1.928 -0.973 -0.20 0.90 -0.44
H -3.325 -0.589 -1.242 0.44 -0.67 0.54
H -0.071 1.343 2.471 -0.27 -1.73 0.92
H -0.216 -0.581 2.821 0.27 0.98 0.15
H -1.678 0.488 2.886 1.79 0.06 -0.63
H 4.703 -1.983 -1.860 -2.45 0.74 0.56
H 3.517 -1.279 -2.514 -0.45 0.79 -2.42
O 3.736 -1.671 -1.708 2.85 -1.46 1.60
```
Forces are in eV/Å.

Computed properties:
Highest occupied orbital energy ... -0.4637 Ha
Orbital gap ... 9.442 eV
Relative energy (zero: lowest compared OMol25 entry of this formula, charge and spin) ... 79.4 kcal per mole
Total charge ... +1
E_LUMO ... -3.18 eV

[2]
Formula: C4H7NO
Source: the Open Molecules 2025 dataset
Level of theory: the ωB97M-V functional and the def2-TZVPD basis

Geometry as XYZ:
```
13
Properties=species:S:1:pos:R:3:forces:R:3
C -0.356 -1.904 0.163 0.02 -0.09 -0.01
C -0.510 -0.520 -0.411 -0.04 0.05 -0.36
O -0.908 -0.283 -1.529 0.18 -0.11 0.58
N -0.189 0.514 0.492 0.11 -0.10 -0.07
C 0.055 1.872 -0.018 -0.01 0.15 -0.03
C 1.423 1.337 0.200 0.15 0.21 -0.40
H -0.453 -2.636 -0.640 0.00 0.12 0.12
H 0.617 -2.014 0.651 -0.12 0.02 -0.05
H -1.134 -2.082 0.912 0.09 0.04 -0.09
H -0.334 2.638 0.655 0.15 -0.14 -0.07
H -0.354 1.949 -1.026 0.06 -0.01 0.15
H 0.438 0.312 1.282 -0.56 -0.30 0.24
H 1.704 0.815 -0.730 -0.02 0.17 -0.01
```
Forces are in eV/Å.

Computed properties:
Highest occupied orbital energy ... -0.3195 Ha
Orbital gap ... 9.395 eV
Relative energy (zero: lowest compared OMol25 entry of this formula, charge and spin) ... 98.0 kcal per mole
Total charge ... 0
E_LUMO ... 0.70 eV

[3]
Formula: C8H14BrO5P
Source: the Open Molecules 2025 dataset
Level of theory: the ωB97M-V functional and the def2-TZVPD basis

Geometry as XYZ:
```
29
Properties=species:S:1:pos:R:3:forces:R:3
O 2.068 -0.847 -2.780 0.88 1.59 1.46
O 1.581 0.013 2.876 -0.55 -3.79 0.50
Br -4.025 0.125 1.724 0.28 0.16 -0.92
O 3.070 1.131 -2.219 -0.64 -1.22 0.47
O 2.304 2.100 2.839 1.29 3.90 -0.40
O -0.091 1.605 1.963 0.88 0.65 -0.02
C 2.371 -0.013 -1.926 -0.68 -0.69 -1.51
C 1.858 -0.114 -0.525 0.53 2.59 2.53
C 2.127 0.961 0.354 -1.82 -2.32 -1.89
C -3.658 0.384 -0.226 0.08 0.20 -0.45
C 1.085 -1.361 -0.140 -0.48 0.01 -0.29
C -2.725 -0.691 -0.796 1.06 0.45 0.77
C -0.333 -1.557 -0.760 1.11 0.05 -0.41
C -1.235 -0.436 -0.373 -1.36 -0.04 -0.43
P 1.447 1.151 1.980 -1.30 -1.92 -0.22
H 3.226 1.073 -3.168 0.17 0.08 -0.28
H 2.558 1.385 3.434 0.65 0.06 0.99
H -0.256 1.549 2.930 -0.62 0.09 -0.50
H 2.700 1.818 0.106 0.61 0.43 -0.86
H -3.226 1.407 -0.363 -0.46 -0.88 0.33
H -4.633 0.321 -0.727 0.20 0.18 0.40
H 1.695 -2.212 -0.401 0.33 -0.32 -0.27
H 0.965 -1.408 0.935 0.14 0.27 0.30
H -3.027 -1.675 -0.420 -0.07 0.10 -0.18
H -2.780 -0.702 -1.902 -0.13 0.08 0.48
H -0.761 -2.487 -0.426 0.08 -0.52 0.54
H -0.263 -1.690 -1.834 0.11 0.26 -0.31
H -1.147 -0.304 0.703 -0.31 0.18 0.13
H -0.893 0.476 -0.855 0.00 0.37 0.04
```
Forces are in eV/Å.

Computed properties:
Highest occupied orbital energy ... -0.3723 Ha
Orbital gap ... 9.245 eV
Relative energy (zero: lowest compared OMol25 entry of this formula, charge and spin) ... 0.0 kcal per mole
Total charge ... 0
E_LUMO ... -0.89 eV

[4]
Formula: C4H13N2O
Source: the Open Molecules 2025 dataset
Level of theory: the ωB97M-V functional and the def2-TZVPD basis

Geometry as XYZ:
```
20
Properties=species:S:1:pos:R:3:forces:R:3
C -1.339 -1.388 -0.465 -1.25 2.70 1.29
C -0.484 1.554 -0.523 -1.03 -1.60 -2.72
C 1.717 0.838 0.091 1.33 3.11 -0.93
C 0.011 -0.934 -0.336 1.46 2.54 1.30
N -0.773 0.189 2.005 3.77 0.43 0.66
N 0.536 0.441 -0.705 0.88 -0.80 0.02
O 1.038 -1.747 -0.412 0.08 -2.58 -0.72
H -2.016 -0.491 -0.451 0.32 -1.29 -0.06
H -1.511 -2.008 0.378 -0.56 -0.42 1.08
H -1.501 -2.019 -1.252 -0.52 -1.36 -2.77
H -0.926 1.455 0.450 0.02 -0.21 0.31
H -0.127 2.519 -0.718 1.34 1.12 -0.01
H -1.187 1.400 -1.350 -0.33 -0.04 0.48
H 1.282 1.005 1.014 0.27 0.22 2.33
H 2.611 0.262 -0.007 -0.08 -1.23 0.31
H 2.105 1.857 -0.337 -1.15 -1.61 0.73
H 0.146 -0.045 2.587 -2.62 0.31 -1.25
H -1.445 -0.502 2.220 -0.82 -1.30 0.58
H 1.150 0.285 -1.529 -1.94 0.52 -1.16
H 0.714 -2.672 -0.660 0.81 1.51 0.54
```
Forces are in eV/Å.

Computed properties:
Highest occupied orbital energy (alpha / beta) ... -0.5379 / -0.4438 Ha
Orbital gap (alpha / beta) ... 10.871 / 7.633 eV
Relative energy (zero: lowest compared OMol25 entry of this formula, charge and spin) ... 153.5 kcal per mole
Total charge ... +1
E_LUMO (alpha / beta) ... -3.77 / -4.44 eV

[5]
Formula: C3H4N2O
Source: the Open Molecules 2025 dataset
Level of theory: the ωB97M-V functional and the def2-TZVPD basis

Geometry as XYZ:
```
10
Properties=species:S:1:pos:R:3:forces:R:3
C -1.449 -1.430 0.024 -1.00 1.10 -2.74
O -0.628 -0.501 0.717 2.31 -0.06 0.30
N 0.100 0.199 -0.200 -0.41 -0.09 -1.31
C 1.186 0.768 0.110 0.59 3.77 2.69
C 1.771 1.948 -0.618 3.21 1.49 -1.20
N 2.561 2.816 -0.854 -3.66 -3.45 0.75
H -0.873 -1.892 -1.007 -2.17 1.47 3.13
H -2.452 -0.865 -0.019 1.33 -0.58 -1.68
H -1.837 -2.133 0.703 0.83 -1.65 1.06
H 1.620 1.091 1.144 -1.04 -1.99 -0.99
```
Forces are in eV/Å.

Computed properties:
Highest occupied orbital energy ... -0.3771 Ha
Orbital gap ... 10.139 eV
SMILES ... CO/N=C/C#N
Relative energy (zero: lowest compared OMol25 entry of this formula, charge and spin) ... 119.0 kcal per mole
Total charge ... 0
E_LUMO ... -0.12 eV